Here is an isolated ion of composition C6H10N5 and charge +1 from the Open Molecules 2025 dataset. Energies are from wB97M-V/def2-TZVPD.

```
21
Properties=species:S:1:pos:R:3
C 0.42 -1.35 1.20
N 1.06 -0.72 0.09
N 0.76 0.53 -0.25
C 2.06 1.13 -0.44
C -0.36 1.19 -0.23
C -1.71 0.65 -0.30
N -2.70 1.36 0.25
C -3.87 0.76 0.39
N -4.01 -0.52 0.08
C -3.11 -1.03 -0.66
N -1.89 -0.52 -0.93
H 1.09 -2.10 1.60
H 0.09 -0.55 1.84
H -0.58 -1.85 0.90
H 1.42 -1.37 -0.62
H 2.25 1.43 -1.56
H 2.24 2.00 0.33
H 2.76 0.43 -0.20
H -0.26 2.25 -0.20
H -4.71 1.35 0.61
H -3.30 -2.04 -1.04
```

Computed properties:
SMILES: CN/[N+](C)=C\c1ncncn1
DFT total energy (hartree): -508.05261
E_HOMO (spin up / spin down) (eV): -13.93 / -13.93
Frontier orbital gap (spin up / spin down) (Eh): 0.3048 / 0.3048
F_max (eV/A): 6.06
Energy above the lowest of the compared OMol25 structures with the same formula, charge and spin (kcal per mole): 73.98
Charge: +1

***

Here is C28H18BrCl2N3OPbS as an isolated structure from the Open Molecules 2025 dataset. Energies are from wB97M-V/def2-TZVPD.

```
55
Properties=species:S:1:pos:R:3
Pb 0.32 0.51 0.14
Br -2.44 0.25 -7.11
C -1.61 0.57 -5.43
C -0.87 1.74 -5.23
C -0.26 1.98 -4.03
C -0.36 1.07 -2.95
O 0.30 1.34 -1.87
C -1.13 -0.11 -3.16
C -1.40 -1.10 -2.16
N -1.03 -1.10 -0.93
C -1.56 -2.07 -0.04
C -2.82 -2.61 -0.17
C -3.29 -3.57 0.74
C -2.53 -3.96 1.81
C -1.26 -3.38 2.01
C -0.43 -3.71 3.11
C 0.78 -3.08 3.26
C 1.16 -2.12 2.31
N 0.42 -1.81 1.28
C -0.77 -2.42 1.10
C -1.73 -0.33 -4.41
H -0.78 2.45 -6.04
H 0.32 2.88 -3.87
H -2.02 -1.93 -2.51
H -3.47 -2.28 -0.97
H -4.28 -3.98 0.60
H -2.90 -4.69 2.51
H -0.77 -4.44 3.83
H 1.42 -3.30 4.10
H 2.09 -1.57 2.43
H -2.31 -1.24 -4.56
Cl 1.93 3.13 0.54
C 2.95 2.71 -0.81
C 3.40 3.76 -1.60
C 4.21 3.49 -2.69
C 4.55 2.19 -3.00
C 4.08 1.15 -2.21
Cl 4.55 -0.46 -2.65
C 3.27 1.37 -1.09
S 2.73 0.00 -0.13
H 3.12 4.77 -1.34
H 4.57 4.30 -3.31
H 5.18 1.96 -3.85
N -1.29 1.07 1.28
C -1.03 1.10 2.62
C -2.18 1.22 3.45
C -2.07 1.25 4.83
C -0.83 1.16 5.46
C 0.30 1.05 4.67
C 0.21 1.02 3.28
H -3.15 1.29 2.98
H -2.97 1.35 5.42
H -0.75 1.18 6.54
H 1.28 0.99 5.13
H 1.13 0.96 2.70
```

Computed properties:
DFT total energy (hartree): -5402.71205
E_HOMO (eV): -6.83
Frontier orbital gap (Eh): 0.2181
F_max (eV/A): 0.23
Energy above the lowest of the compared OMol25 structures with the same formula, charge and spin (kcal per mole): 5.86

***

Here is C8H6O3S as an isolated structure from the Open Molecules 2025 dataset. Energies are from wB97M-V/def2-TZVPD.

```
18
Properties=species:S:1:pos:R:3
C -2.53 0.69 0.43
C -2.41 -0.26 -0.53
C -1.36 1.08 1.19
C -1.18 -0.78 -0.90
C -0.08 0.63 0.82
C -0.10 -0.23 -0.25
C 1.88 -2.04 -0.28
C 1.87 -0.90 -0.87
O 2.03 -2.94 0.43
O 3.45 0.41 1.17
O 2.20 2.06 -0.12
S 3.18 0.95 -0.13
H -3.47 1.21 0.53
H -3.32 -0.65 -0.92
H -1.47 1.89 1.89
H -1.30 -1.55 -1.60
H 0.88 0.97 1.03
H 1.73 -0.54 -1.91
```

Computed properties:
DFT total energy (hartree): -932.19306
E_HOMO (eV): -9.45
Frontier orbital gap (Eh): 0.3238
F_max (eV/A): 5.71
Energy above the lowest of the compared OMol25 structures with the same formula, charge and spin (kcal per mole): 76.28

***

Here is a 2-piece molecular cluster, C2H7NOSi overall from the Open Molecules 2025 dataset. Energies are from wB97M-V/def2-TZVPD.

```
12
Properties=species:S:1:pos:R:3
C 1.38 0.28 -3.06
C 0.24 0.31 -0.32
N -0.20 -0.74 0.06
O -0.89 -1.13 1.20
Si -1.18 -0.30 2.58
H 1.75 0.24 -2.04
H 1.03 -0.74 -3.28
H 1.33 1.18 -3.74
H 0.17 1.42 -0.24
H 0.09 0.52 2.79
H -2.52 0.34 2.54
H -1.21 -1.37 3.50
```

Computed properties:
DFT total energy (hartree): -499.64018
E_HOMO (spin up / spin down) (eV): -8.66 / -8.25
Frontier orbital gap (spin up / spin down) (Eh): 0.3060 / 0.3133
F_max (eV/A): 2.02
Energy above the lowest of the compared OMol25 structures with the same formula, charge and spin (kcal per mole): 174.21

***

Here is the molecule C3H7NO4 from the Open Molecules 2025 dataset. Energies are from wB97M-V/def2-TZVPD.

```
15
Properties=species:S:1:pos:R:3
N 1.06 1.92 -0.59
C 0.91 1.04 0.40
O 1.81 0.62 1.10
C -0.55 0.57 0.61
O -1.33 1.02 -0.46
O -0.65 -0.81 0.78
C -0.01 -1.60 -0.21
O -0.65 -2.82 -0.29
H 1.98 2.28 -0.80
H 0.27 2.19 -1.15
H -0.91 0.99 1.56
H -2.21 0.62 -0.39
H -0.11 -1.13 -1.20
H 1.06 -1.70 0.04
H -0.68 -3.20 0.60
```

Computed properties:
SMILES: NC(=O)[C@@H](O)OCO
DFT total energy (hartree): -474.23387
E_HOMO (eV): -9.99
Frontier orbital gap (Eh): 0.3913
F_max (eV/A): 0.78
Energy above the lowest of the compared OMol25 structures with the same formula, charge and spin (kcal per mole): 32.88

***

Here is the molecule C3H7NO3 from the Open Molecules 2025 dataset. Energies are from wB97M-V/def2-TZVPD.

```
14
Properties=species:S:1:pos:R:3
O 1.99 -0.10 1.47
C 0.74 -0.63 1.31
N -0.19 0.59 0.71
C -0.73 0.39 -0.53
O -1.73 1.28 -0.80
C -0.04 -0.30 -1.64
O -0.72 -1.21 -0.84
H 1.92 0.71 2.00
H 0.23 -0.91 2.24
H 0.86 -1.55 0.74
H -0.85 1.01 1.35
H -2.00 1.19 -1.72
H -0.51 -0.18 -2.63
H 1.05 -0.29 -1.65
```

Computed properties:
SMILES: OCN[C@@]1(O)CO1
DFT total energy (hartree): -398.89023
E_HOMO (eV): -8.68
Frontier orbital gap (Eh): 0.3474
F_max (eV/A): 3.03
Energy above the lowest of the compared OMol25 structures with the same formula, charge and spin (kcal per mole): 92.51

***

Here is an isolated ion of composition C7H14N2P and charge +1 from the Open Molecules 2025 dataset. Energies are from wB97M-V/def2-TZVPD.

```
24
Properties=species:S:1:pos:R:3
H -3.29 -0.31 1.72
N -3.70 -0.03 0.78
P -2.87 0.18 -0.48
N -0.93 0.03 -0.16
C -0.27 -1.36 -0.78
C 1.24 -1.05 -0.85
C 1.65 0.06 0.04
C 0.99 -0.08 1.42
C -0.55 0.03 1.29
C 1.15 1.34 -0.61
C -0.37 1.16 -0.94
H -0.76 -1.52 -1.67
H -0.47 -2.07 -0.12
H 1.65 -1.97 -0.61
H 1.51 -0.83 -1.96
H 2.78 0.04 0.10
H 1.43 0.65 2.14
H 1.23 -0.96 1.91
H -1.05 -0.77 1.67
H -0.98 0.95 1.59
H 1.62 1.54 -1.57
H 1.37 2.18 -0.12
H -0.98 2.00 -0.87
H -0.38 0.79 -1.92
```

Computed properties:
SMILES: [H]/N=P\[N+]12CCC(CC1)CC2
DFT total energy (hartree): -725.68316
E_HOMO (eV): -14.66
Frontier orbital gap (Eh): 0.3654
F_max (eV/A): 5.84
Energy above the lowest of the compared OMol25 structures with the same formula, charge and spin (kcal per mole): 19.29
Charge: +1